[1]
This record from the OMol25 dataset describes a molecular structure, C37H62BBeCaCl10FN4O11S in a non-equilibrium geometry. The level of theory is ωB97M-V/def2-TZVPD.

Geometry as XYZ:
```
129
Properties=species:S:1:pos:R:3:forces:R:3
Ca -5.49517 3.64076 2.05305 -1.3 0.5 1.7
Cl -4.87599 4.17869 -3.01298 -1.0 -0.6 -1.4
Cl -0.07886 -6.26803 -2.92998 0.1 0.1 0.0
Cl 0.70063 -4.83379 -5.31015 0.1 0.0 0.1
Cl 2.69758 -5.65389 -3.40319 0.0 0.1 0.0
Cl 0.85547 -3.53743 -2.72487 0.1 0.0 0.0
Cl -5.64842 0.80655 8.69761 0.0 -0.1 0.0
Cl -1.90532 -1.70842 7.82366 0.0 -0.1 -0.1
Cl -5.72205 -1.93568 7.68671 -0.2 0.5 -0.2
Cl -1.73878 -4.60628 8.34063 -0.2 0.2 0.1
Cl -5.92540 0.35939 5.86221 0.0 -0.2 -0.2
S -3.54579 5.20129 0.40736 -1.5 -1.4 -0.2
F 1.82741 -1.17559 5.30664 -0.5 -1.3 -0.4
O 1.59926 -2.94967 2.95507 6.3 -2.5 -9.6
O 5.79133 2.93102 -4.41472 -1.0 0.1 -0.4
O 3.15176 -0.79253 0.21150 0.2 0.0 0.1
O -1.78766 -2.63840 -5.15627 0.5 0.8 0.7
O -3.09726 -0.42234 0.01555 0.2 -0.5 0.4
O -2.57181 -4.36883 -3.98105 -0.4 -0.1 0.0
O -2.90656 -2.41003 -0.91748 0.5 0.5 0.2
O 1.60553 6.02659 -0.67803 -0.2 -0.3 -0.1
O 2.47534 -0.76343 3.03744 0.1 -1.2 -2.3
O 1.20477 -4.84372 3.56298 0.3 -2.2 1.7
O -5.09998 2.94525 -0.59217 1.3 -1.0 2.4
N 6.46304 0.99870 -3.39736 -0.2 1.2 1.0
N -4.28836 1.37312 0.84827 -2.8 0.8 -1.1
N -3.67023 2.52573 1.16681 -1.4 2.7 -2.3
N 1.80257 -0.90255 0.00711 0.0 -0.2 0.4
C -1.37607 4.05846 -1.52756 0.4 0.9 -0.6
C 0.69397 -4.14844 4.54010 -2.9 -1.7 -1.0
C -6.30696 -0.27198 7.47547 0.1 -0.1 0.5
C -0.85282 -1.07325 -0.36275 0.1 -0.2 -1.1
C -2.37048 -1.25315 -0.42342 -0.3 -0.8 -0.5
C -5.11476 1.62301 -0.18169 1.2 -0.1 1.5
C -2.55184 -2.59891 -2.29658 0.6 -0.1 -0.8
C -3.29130 -3.98691 -6.34610 0.5 -0.1 0.2
C -1.22302 3.28689 -2.87522 -0.9 0.4 0.2
C -0.27107 -1.46561 0.82575 -1.8 -1.1 0.6
C -1.83836 5.58472 -1.62265 -0.2 -1.5 0.2
C -3.35726 -3.70376 -2.98422 -0.2 0.0 -0.1
C 1.31111 -0.50064 -1.16031 1.2 0.9 -1.4
C -2.20398 2.12198 -3.01765 1.1 -0.6 0.0
C 3.79984 -1.17200 3.45060 1.5 0.9 1.4
C -1.76842 0.94165 -2.14595 -1.0 0.3 -0.2
C 3.28945 -1.05817 -2.70135 0.4 -0.1 0.8
C 7.80556 3.16888 -3.23807 -0.1 -0.4 -0.5
C 1.03967 -5.08043 -3.59830 0.0 -0.4 -0.2
C -0.68982 -0.02221 -2.65446 0.1 0.5 0.2
C -4.18172 3.48874 0.27995 3.5 -0.4 -1.3
C -2.49523 -3.59798 -5.10943 -0.2 0.0 -1.4
C -0.63828 -4.86521 4.98660 -0.7 0.8 1.2
C 6.59513 2.37164 -3.72549 0.8 0.6 -0.3
C -1.75617 -0.73096 2.66653 0.1 -0.4 0.4
C 5.06736 0.75284 -2.99333 -0.4 -0.6 1.0
C 4.79282 -0.70051 -2.58190 -0.2 -0.3 -0.8
C -3.34027 5.85378 -1.30337 0.0 0.8 -0.9
C 2.87686 5.37752 -0.61930 0.1 0.4 0.2
C 3.40361 5.34732 0.80323 -0.1 -0.1 0.0
C -2.79413 -3.17362 8.26679 0.2 -0.3 0.1
C 4.92976 -0.36229 2.77212 0.1 -0.4 -0.3
C 1.06340 -1.36094 1.01977 0.7 -0.6 1.2
C -0.04745 -0.54622 -1.38523 -1.1 -0.6 -0.4
C 2.33634 0.03835 -2.13781 -0.1 -0.1 -0.1
C 0.31115 -2.72819 4.00248 -8.7 -4.3 7.8
C -1.17351 -1.97635 1.93140 -1.8 2.3 -2.5
B 1.76275 -1.73401 2.41992 2.8 5.7 -4.1
Be -5.70346 6.79039 -3.26939 -0.2 0.0 -0.1
H -3.18181 2.42267 -2.68663 -0.4 0.3 0.0
H 1.72393 6.92512 -0.35457 0.0 0.0 0.0
H -3.55898 -3.35299 7.52404 0.1 -0.1 -0.1
H -0.16977 -2.16109 4.80187 0.7 0.5 0.7
H 3.11323 -1.98003 -2.13243 0.1 0.0 -0.2
H 1.20167 -2.18799 3.68787 -3.2 10.3 2.8
H -7.38286 -0.30314 7.58900 0.0 0.1 -0.1
H -2.71070 -0.40420 2.25303 0.2 -0.1 0.0
H -1.91112 -0.96177 3.72400 -0.1 0.0 0.0
H -2.32765 1.80548 -4.05999 0.1 0.1 0.1
H 4.37031 4.84447 0.85249 0.0 0.0 0.0
H -2.95235 -4.96508 -6.69723 -0.4 -0.1 0.2
H 1.28996 -3.99134 5.45068 0.5 0.0 0.3
H -1.95788 -2.62591 1.53847 0.0 0.1 -0.1
H -4.36941 -3.93297 -6.18683 0.1 -0.4 0.2
H -1.42448 3.97259 -3.70128 0.4 0.0 0.0
H -1.13636 -4.28797 5.77775 0.2 -0.2 -0.2
H -0.36688 4.07510 -1.10657 -0.2 0.2 0.3
H 1.86635 0.54127 -2.97898 -0.2 0.0 0.3
H 3.57326 5.90518 -1.27707 0.1 -0.2 0.0
H 2.86720 0.81664 -1.58142 0.2 -0.2 -0.2
H -0.19296 2.91622 -2.90456 -0.1 0.1 -0.4
H -1.24543 6.17703 -0.92012 0.1 -0.2 -0.1
H -5.72659 0.88151 -0.67387 0.0 0.3 -0.2
H -1.34574 -4.97104 4.16434 0.3 0.1 -0.3
H 4.86379 1.38553 -2.11223 -0.2 0.0 -0.3
H 5.33789 -1.35329 -3.27416 0.0 0.0 0.1
H -0.42673 -5.85627 5.38125 0.3 0.1 -0.1
H 4.33562 1.03445 -3.74965 0.5 0.1 -0.3
H -3.47436 6.94553 -1.26369 -0.1 -0.2 0.7
H -1.05672 0.11052 2.63479 0.0 -0.1 0.0
H 3.53018 -1.67371 0.05887 0.0 0.0 -0.1
H 7.01835 0.90941 -2.54885 0.3 -0.6 -0.2
H 4.00688 -2.23744 3.31955 -0.5 0.0 -0.2
H 1.65252 -2.81248 3.92615 6.7 -4.7 5.1
H -1.60368 5.97590 -2.61711 -0.3 0.0 0.0
H 7.86922 3.24260 -2.15030 0.2 -0.4 -0.1
H -3.04105 -3.27030 -7.12717 0.0 0.0 0.2
H -3.24614 -3.02893 9.24125 0.1 0.0 0.0
H 3.87425 -0.98595 4.52050 -0.4 -0.1 -0.1
H 3.03851 -1.31368 -3.73312 -0.1 0.3 0.1
H -1.37817 1.33037 -1.19355 -0.4 0.2 -0.1
H -2.00519 3.48927 -0.82991 0.2 0.1 -0.2
H -4.21750 5.50959 -2.09681 2.1 -0.1 2.0
H 4.58150 0.34757 2.02096 -0.1 -0.1 0.1
H -4.19847 -3.24769 -3.52078 -0.2 -0.1 0.5
H -2.75723 -1.67185 -2.83663 0.0 0.0 0.1
H 8.69396 2.73728 -3.70890 0.1 0.0 0.5
H 5.14390 -0.95942 -1.57808 0.2 0.4 0.0
H 2.70299 4.82735 1.45859 0.0 -0.1 0.0
H -0.01864 0.54319 -3.30183 0.2 -0.2 0.3
H -1.47843 -2.81072 -2.39260 -0.4 -0.1 0.1
H 3.51756 6.36064 1.19429 0.1 0.0 0.0
H -2.69485 0.41539 -1.90408 0.4 0.0 -0.2
H -1.04997 -0.84697 -3.27032 -0.1 0.1 0.0
H 5.62518 -1.06185 2.28999 -0.1 0.2 -0.1
H -3.72653 -4.47242 -2.30658 0.1 0.1 0.1
H 7.70861 4.18253 -3.62390 -0.1 -0.1 0.0
H 5.53787 0.17774 3.50058 -0.3 0.0 0.0
H -0.37810 -2.77586 3.16148 7.8 -7.5 14.6
H -0.62589 -2.53910 2.68559 -7.7 6.8 -15.0
H 2.74454 4.36448 -0.99913 -0.1 0.0 -0.1
```
Forces are in eV/Å.

net charge = +2
HOMO = -9.96 eV
multiplicity = 1
gap between HOMO and LUMO = 2.339 eV
strongest force on any atom = 18.17 eV Å⁻¹

These are the Löwdin partial charges, in e, on atoms 1 to 6:
1 Ca 1.60
2 Cl -0.06
3 Cl 0.57
4 Cl 0.60
5 Cl 0.56
6 Cl 0.60

***

[2]
This record from the OMol25 dataset describes 3 unconnected molecules or ions with the total composition C3H12NO2 in a non-equilibrium geometry. The level of theory is ωB97M-V/def2-TZVPD.

Geometry as XYZ:
```
18
Properties=species:S:1:pos:R:3:forces:R:3
O -3.59603 -0.02682 1.34899 -1.5 -1.6 -1.4
O -0.76385 -0.75414 1.27742 -1.9 -0.1 0.4
N 1.46411 -1.59301 -0.24556 2.2 2.2 0.4
C 1.57905 0.83195 -0.66956 -0.3 -1.5 0.3
C 1.03947 -0.30452 -1.14164 -1.4 -0.5 0.4
C 1.36914 2.16766 -1.27646 0.2 1.8 -0.1
H 1.56401 2.16879 -2.35309 0.2 -0.3 0.1
H 2.11117 0.75649 0.30713 0.1 0.2 -1.0
H 0.97575 -1.50909 0.70418 -0.2 -0.6 -1.6
H 1.56188 -2.59048 -0.63179 -0.6 2.1 0.5
H 0.29496 2.45349 -1.22677 0.7 0.1 0.4
H -1.77981 -0.84498 1.34671 1.8 0.2 -0.4
H -3.88410 0.31993 0.45413 0.5 -0.5 1.5
H 0.10335 -0.35989 -1.85402 2.5 -0.4 1.4
H 2.06175 2.98541 -0.84930 -1.4 -1.4 -0.4
H -0.62464 -0.06357 1.93436 0.2 0.1 0.1
H -4.15818 -0.86730 1.43998 1.1 1.8 0.0
H 2.47817 -1.22059 -0.03791 -2.1 -1.6 -0.4
```
Forces are in eV/Å.

net charge = +1
HOMO = -14.23 eV
multiplicity = 1
ΔE to the lowest compared entry with this formula, charge and spin = 214.2 kJ/mol
gap between HOMO and LUMO = 11.094 eV
strongest force on any atom = 3.09 eV Å⁻¹

These are the Löwdin partial charges, in e, on atoms 1 to 6:
1 O -0.10
2 O -0.10
3 N 0.13
4 C -0.18
5 C -0.05
6 C -0.09

***

[3]
This record from the OMol25 dataset describes a molecular structure, C6H15FN2NbO2 in a non-equilibrium geometry. The level of theory is ωB97M-V/def2-TZVPD.

Geometry as XYZ:
```
27
Properties=species:S:1:pos:R:3:forces:R:3
Nb 0.10280 0.48834 1.85881 0.6 1.7 -1.3
F 2.77448 -3.40589 1.70984 -0.6 2.3 1.9
O 3.23677 0.54345 1.87285 -3.7 -2.8 2.3
O 0.85256 -2.99254 2.88119 5.9 2.0 -1.5
N 2.59205 -1.34017 3.21163 1.4 -2.3 -3.2
N -2.69545 -0.86505 -3.33103 0.5 1.1 -1.0
C -0.41808 1.59560 -1.21906 1.1 0.0 -0.9
C -2.22243 0.39935 -2.68473 0.2 -0.2 2.3
C -0.92645 0.15491 -1.71157 -1.4 0.6 -0.9
C 2.25445 -0.13040 2.35212 3.4 0.9 -1.3
C 2.01276 -2.57591 2.61019 -5.3 -1.4 1.8
C 0.69845 1.56804 -0.05406 -0.8 1.0 -0.7
H -0.54080 -0.38714 3.31499 -0.7 -0.1 0.1
H -0.16373 -0.44301 -2.32517 -0.7 1.0 1.0
H -2.43440 -1.70630 -2.80001 0.1 0.7 -0.4
H -2.01450 1.25750 -3.41296 -0.4 -1.4 0.7
H 0.08715 2.09461 -2.14284 -0.9 -0.8 1.2
H 0.20616 2.04326 2.79110 0.2 0.4 0.7
H -1.30533 -0.53366 -0.87766 0.8 1.2 -1.0
H -1.31147 2.29347 -0.96829 1.4 -1.4 -0.1
H -0.01739 -1.06823 0.87942 0.2 -0.3 0.2
H -1.64834 0.78305 1.37188 0.2 -0.6 0.2
H 0.88891 2.68001 0.23704 -0.2 -1.7 -0.3
H 3.62487 -1.47204 3.08269 -0.8 0.4 0.3
H 1.72845 1.16715 -0.40547 -1.7 0.4 0.4
H -2.29406 -0.87359 -4.28528 -0.3 -0.6 1.0
H -3.06742 0.72521 -1.95562 1.4 -0.2 -1.3
```
Forces are in eV/Å.

net charge = -1
HOMO = -4.92 eV
multiplicity = 1
gap between HOMO and LUMO = 6.814 eV
strongest force on any atom = 6.39 eV Å⁻¹

These are the Löwdin partial charges, in e, on atoms 1 to 6:
1 Nb 1.16
2 F 0.00
3 O -0.11
4 O 0.01
5 N 0.05
6 N -0.06